81
Properties=species:S:1:pos:R:3:forces:R:3:lowdin_charge:R:1 method="wB97M-V/def2-TZVPD" homo_lumo_gap_ev="6.1 / 6.1" charge=+1 de_lowest_ev=0.100 lumo_energy_ev="-4.28 / -4.27" spin_multiplicity=1 e_tot_ha=-4140.7494
Ni 0.420 0.282 0.574 0.50 0.05 0.41 0.544
C -0.090 2.131 1.866 -0.32 0.29 -0.04 -0.057
C -1.252 1.667 1.228 -0.09 0.12 -0.03 -0.062
C -1.728 0.375 1.482 -0.08 0.04 -0.10 -0.074
C -1.033 -0.484 2.337 -0.20 -0.06 0.02 -0.055
C 0.143 -0.039 2.924 0.13 0.01 -0.06 -0.045
C 0.603 1.275 2.707 0.10 -0.09 -0.06 -0.053
H 0.257 3.139 1.690 0.03 -0.01 0.01 0.132
H -1.803 2.314 0.557 0.01 -0.02 -0.04 0.110
H -2.649 0.055 1.013 0.03 -0.02 -0.08 0.115
H -1.394 -1.485 2.525 0.01 0.00 0.00 0.131
H 0.711 -0.701 3.563 0.07 -0.01 -0.07 0.137
H 1.505 1.613 3.199 0.07 -0.07 -0.09 0.132
C 1.515 3.192 -2.135 0.04 -0.03 -0.05 -0.051
O 1.559 1.991 -2.876 0.12 0.10 -0.28 -0.096
C 1.508 2.075 -4.227 -0.04 0.12 0.36 -0.229
C 1.655 3.248 -4.950 0.00 -0.02 -0.12 -0.001
C 1.525 3.230 -6.337 -0.02 -0.05 0.09 -0.066
C 1.226 2.054 -7.002 0.03 -0.01 0.06 -0.080
C 1.103 0.878 -6.270 0.12 0.00 -0.07 -0.011
C 1.270 0.875 -4.898 -0.02 -0.15 -0.17 -0.171
N 1.087 -0.328 -4.156 -0.06 0.15 0.11 0.069
C 2.242 -0.972 -2.258 0.30 -0.42 0.10 -0.180
C 3.151 -0.022 -1.514 0.03 -0.02 -0.36 -0.097
C 4.215 0.576 -2.175 -0.10 -0.02 0.02 -0.009
C 5.093 1.409 -1.502 0.09 0.05 -0.02 -0.062
C 4.923 1.649 -0.144 -0.05 -0.04 0.02 -0.070
C 3.881 1.035 0.527 0.04 0.13 0.07 -0.011
C 3.000 0.190 -0.145 -0.13 0.12 0.25 -0.305
O 2.040 -0.443 0.577 0.07 -0.34 -0.19 -0.107
H 1.478 2.896 -1.088 0.01 -0.03 0.01 0.081
H 0.623 3.772 -2.388 -0.01 0.00 -0.01 0.098
H 2.408 3.801 -2.294 0.01 -0.01 0.01 0.100
H 1.861 4.179 -4.443 -0.01 0.03 0.01 0.108
H 1.659 4.149 -6.892 -0.04 0.02 0.00 0.109
H 1.113 2.040 -8.076 -0.02 0.00 -0.01 0.105
H 0.881 -0.056 -6.774 0.03 -0.01 -0.02 0.118
H 0.733 -1.044 -4.785 0.02 0.05 0.00 0.128
H 2.563 -1.993 -2.012 -0.07 0.02 0.06 0.175
H 4.345 0.390 -3.232 -0.02 0.02 -0.02 0.125
H 5.916 1.865 -2.035 -0.01 0.02 0.00 0.109
H 5.603 2.303 0.385 0.02 -0.02 0.02 0.108
H 3.735 1.171 1.592 0.03 0.03 0.00 0.112
I -3.104 -5.770 -2.867 -0.10 -0.11 -0.03 0.935
C -1.813 -4.187 -2.531 0.03 0.11 0.03 -0.734
C -2.080 -3.289 -1.504 0.04 -0.03 -0.04 -0.138
C -1.232 -2.217 -1.303 -0.03 0.06 0.02 -0.025
C -0.106 -2.038 -2.103 0.01 0.02 -0.05 -0.138
C 0.173 -2.972 -3.101 -0.03 -0.15 0.09 -0.002
C -0.685 -4.034 -3.329 0.06 0.05 0.05 -0.117
C 0.762 -0.864 -1.886 0.13 0.14 -0.40 -0.225
O 2.337 -0.868 -3.673 -0.07 0.20 -0.08 -0.053
O 0.348 0.162 -1.331 -0.60 -0.25 0.80 -0.012
H -2.945 -3.431 -0.870 -0.01 -0.01 0.00 0.098
H -1.433 -1.516 -0.503 -0.02 0.03 -0.08 0.089
H 1.061 -2.872 -3.712 0.02 -0.02 0.02 0.122
H -0.472 -4.743 -4.117 -0.01 -0.01 0.00 0.103
O -1.428 1.637 -3.531 -0.11 -0.17 0.17 -0.468
S -2.331 0.768 -2.724 0.21 0.09 -0.18 1.011
C -3.578 0.145 -3.845 -0.06 -0.01 -0.09 -0.359
C -3.540 0.583 -5.158 -0.09 0.02 0.02 -0.061
C -4.448 0.055 -6.067 0.04 0.02 0.00 -0.061
C -5.365 -0.903 -5.664 -0.02 0.00 0.02 -0.069
C -5.377 -1.351 -4.348 -0.01 0.01 -0.03 -0.069
C -4.473 -0.835 -3.434 0.05 -0.03 0.02 -0.093
C -3.317 1.894 -1.729 -0.02 0.06 0.07 -0.364
C -4.300 1.435 -0.859 0.03 0.00 -0.01 -0.101
C -4.945 2.335 -0.026 0.02 0.04 0.01 -0.071
C -4.594 3.681 -0.049 -0.02 -0.03 0.01 -0.073
C -3.603 4.126 -0.911 0.03 -0.01 -0.03 -0.067
C -2.955 3.231 -1.757 -0.09 0.02 0.03 -0.077
H -2.807 1.325 -5.446 0.02 0.01 -0.01 0.109
H -4.434 0.392 -7.095 0.00 0.01 -0.01 0.111
H -6.073 -1.307 -6.375 0.01 -0.02 -0.01 0.109
H -6.083 -2.110 -4.038 0.00 -0.01 0.00 0.110
H -4.462 -1.209 -2.417 0.03 -0.01 0.00 0.095
H -4.573 0.387 -0.836 -0.01 -0.01 -0.02 0.099
H -5.725 1.990 0.640 0.00 0.00 0.01 0.111
H -5.100 4.382 0.601 0.00 0.00 0.01 0.109
H -3.334 5.174 -0.932 0.00 0.01 -0.01 0.111
H -2.180 3.548 -2.442 0.00 0.01 -0.02 0.104